P) {
  "formula": "C5H28NO10",
  "method": "ωB97M-V/def2-TZVPD",
  "charge": 1,
  "orbital_gap_ev": 10.65,
  "symbols": ["H", "N", "H", "H", "C", "O", "C", "H", "H", "H", "O", "H", "H", "H", "H", "O", "H", "H", "H", "O", "H", "H", "O", "O", "H", "H", "C", "H", "H", "H", "H", "H", "O", "C", "O", "H", "H", "H", "C", "O", "O", "H", "H", "H"],
  "xyz": [[-5.075, 1.143, 0.315], [1.212, -1.347, -1.022], [-4.456, 0.564, -0.947], [-0.651, -1.523, 1.040], [0.366, -1.731, 1.312], [-3.347, -1.313, -0.985], [1.267, -2.209, 0.204], [0.252, -2.488, 2.088], [-2.476, 1.304, 0.626], [3.507, 2.596, -1.215], [0.324, 1.722, -0.991], [1.638, 1.267, -2.142], [-1.498, 2.543, 0.890], [-0.526, 1.486, -0.571], [2.655, 3.160, 0.784], [-1.068, -1.067, -2.468], [2.096, -1.422, -1.515], [0.914, -0.793, 3.209], [-1.442, -0.203, -2.670], [-4.225, 0.901, -0.076], [2.094, 4.082, -0.085], [2.457, 1.142, 2.527], [2.156, 0.672, -2.704], [1.744, 3.385, 0.513], [-3.417, -0.435, 2.309], [0.397, -1.535, -1.668], [2.187, 0.308, 1.873], [2.357, -3.730, -0.814], [3.578, 1.516, -0.148], [2.299, 1.008, -3.589], [2.008, -4.091, 0.866], [0.173, 0.316, 2.112], [2.711, 0.211, 0.786], [0.909, -0.500, 2.148], [-1.588, 1.585, 0.904], [-1.781, -1.492, -1.952], [0.946, -0.360, -0.784], [-4.545, -1.438, 2.210], [1.890, -3.365, 0.071], [3.996, 2.354, -0.417], [-3.687, -1.225, 1.827], [0.758, 2.440, -0.488], [-3.735, -2.111, -1.358], [-3.374, -1.329, -0.007]],
  "mulliken_charge": [0.27, 0.26, 0.29, -0.13, -0.35, -0.67, 0.55, 0.50, 0.29, 0.32, -0.62, 0.31, 0.28, 0.28, 0.35, -0.69, 0.39, 0.44, 0.26, -0.60, 0.32, 0.45, -0.61, -0.71, 0.30, 0.39, -0.11, 0.32, 0.49, 0.30, 0.31, 0.12, -0.57, -0.40, -0.57, 0.43, -0.07, 0.28, -1.09, -0.70, -0.62, 0.34, 0.30, 0.38]
}

=====

Q) {
  "formula": "C5H28NO10",
  "method": "ωB97M-V/def2-TZVPD",
  "charge": 1,
  "orbital_gap_ev": 9.64,
  "symbols": ["H", "N", "O", "H", "H", "H", "H", "H", "C", "O", "H", "O", "H", "H", "H", "O", "O", "H", "H", "H", "H", "H", "O", "H", "C", "H", "H", "C", "H", "H", "H", "O", "H", "H", "H", "H", "O", "H", "C", "H", "O", "H", "C", "O"],
  "xyz": [[-2.430, -0.740, 2.315], [0.607, -0.057, -0.385], [0.974, 2.798, -1.112], [2.650, -1.107, 4.349], [-0.219, 1.464, -4.184], [-2.648, -2.745, 1.493], [-1.708, 0.892, 1.896], [1.130, -2.570, 2.632], [2.034, -0.339, 0.258], [-0.699, 1.082, 1.710], [-2.061, 0.029, 3.714], [-1.961, -2.096, 1.294], [2.479, 1.756, 0.163], [-3.563, 0.937, -2.855], [3.120, -2.039, 0.627], [-1.226, 3.898, 0.111], [-2.623, -0.007, 2.938], [0.037, 0.407, 0.325], [-2.045, 3.735, -0.405], [3.794, 0.711, 0.785], [0.244, 3.148, -0.565], [1.446, -2.502, 0.390], [-0.202, -1.527, -3.664], [0.229, -0.972, -0.572], [2.697, -1.299, 3.262], [-0.560, 2.037, 1.736], [0.512, -1.754, -4.264], [2.071, -1.757, 0.816], [-1.735, -3.442, -1.715], [0.813, 0.546, -1.200], [-0.177, -0.572, -3.503], [3.877, -1.158, 2.948], [0.791, -0.912, 2.364], [-4.058, 0.352, -1.615], [-1.841, -2.275, 0.330], [-0.526, -2.316, -1.986], [-1.102, -2.812, -1.388], [0.817, 1.757, -3.074], [2.799, 0.735, 0.363], [1.219, 3.609, -1.595], [-3.217, 0.649, -2.000], [-1.434, 4.836, 0.236], [1.656, -1.611, 2.311], [0.039, 1.231, -3.285]],
  "mulliken_charge": [0.42, 0.55, -0.62, 0.45, 0.29, 0.30, 0.44, 0.36, 0.42, -0.75, 0.33, -0.62, 0.29, 0.28, 0.39, -0.63, -0.71, 0.11, 0.31, 0.36, 0.35, 0.33, -0.67, 0.07, -0.21, 0.19, 0.30, -0.73, 0.25, 0.12, 0.40, -0.49, 0.00, 0.28, 0.31, 0.29, -0.62, 0.24, -0.83, 0.30, -0.55, 0.30, 0.04, -0.65]
}

=====

Of them, Q) has the lowest stability.

=====

P) {
  "formula": "C7H16O2",
  "method": "ωB97M-V/def2-TZVPD",
  "charge": 0,
  "orbital_gap_ev": 6.87,
  "symbols": ["H", "H", "H", "H", "H", "C", "H", "C", "C", "C", "H", "O", "H", "H", "C", "H", "H", "H", "H", "H", "C", "C", "H", "H", "O"],
  "xyz": [[0.042, -1.270, -2.149], [-3.615, 0.836, -0.530], [2.716, -0.877, -0.738], [-2.296, 2.400, -1.536], [-0.868, 1.431, 0.634], [-2.084, 1.330, -1.622], [-1.361, -0.935, 0.990], [-0.189, -0.142, -0.617], [1.160, 0.096, 2.214], [1.585, 0.179, 0.770], [-1.905, -1.396, -0.626], [0.367, -0.422, -1.825], [1.933, -1.931, 0.458], [0.246, 1.943, -0.771], [-0.381, 1.200, -0.300], [-0.452, -2.147, 0.064], [0.596, -0.821, 2.407], [2.059, 1.134, 0.537], [0.542, 0.945, 2.515], [2.021, 0.071, 2.899], [-1.025, -1.220, -0.003], [2.444, -0.973, 0.314], [3.390, -1.034, 0.874], [-1.722, 1.081, -2.617], [-3.204, 0.521, -1.342]],
  "mulliken_charge": [0.35, 0.32, 0.30, 0.37, 0.31, -0.61, 0.34, 1.29, -1.27, 0.29, 0.49, -0.49, 0.22, 0.40, -1.30, 0.40, 0.25, 0.30, 0.31, 0.40, -1.62, -1.32, 0.43, 0.31, -0.49]
}

=====

Q) {
  "formula": "C7H16O2",
  "method": "ωB97M-V/def2-TZVPD",
  "charge": 0,
  "orbital_gap_ev": 9.71,
  "symbols": ["H", "H", "H", "C", "H", "C", "H", "H", "O", "H", "O", "C", "H", "H", "H", "H", "C", "C", "C", "H", "H", "H", "H", "C", "H"],
  "xyz": [[0.714, 0.451, 1.835], [1.755, 1.786, 1.301], [0.425, -1.913, -0.749], [-4.131, -0.261, 0.213], [2.883, 1.289, -1.129], [-2.661, -0.054, -0.178], [2.584, -0.542, 1.848], [2.445, -2.075, 0.120], [-1.860, -0.944, -0.326], [-4.361, 0.112, 1.236], [-2.299, 1.242, -0.308], [1.008, 1.089, 0.998], [1.388, 0.893, -2.133], [3.865, -0.395, 0.132], [-4.704, 0.359, -0.472], [2.686, -0.292, -1.672], [1.422, 0.082, 0.025], [0.313, -0.861, -0.221], [2.656, -0.801, 0.530], [-4.502, -1.303, 0.176], [-1.318, 1.303, -0.448], [-0.357, -0.292, -0.867], [-0.177, -1.184, 0.752], [2.055, 0.558, -1.297], [0.172, 1.752, 0.635]],
  "mulliken_charge": [0.48, 0.41, 0.28, -1.08, 0.40, 0.92, 0.25, 0.23, -0.51, 0.29, -0.52, -1.72, 0.27, 0.26, 0.31, 0.42, 2.40, -1.73, -1.10, 0.29, 0.31, 0.25, 0.32, -1.71, 0.27]
}

=====

R) {
  "formula": "C7H16O2",
  "method": "ωB97M-V/def2-TZVPD",
  "charge": 0,
  "orbital_gap_ev": 11.17,
  "smiles": "CC(=O)O.CCCCC",
  "symbols": ["H", "C", "H", "H", "O", "H", "H", "C", "H", "H", "C", "H", "O", "C", "H", "H", "C", "C", "H", "H", "H", "H", "C", "H", "H"],
  "xyz": [[-0.569, 0.485, 0.871], [3.290, -1.941, -0.542], [-2.725, 2.572, -0.183], [0.222, -1.152, -1.230], [3.030, -2.512, -1.601], [-2.391, 0.616, -1.698], [-3.525, 1.649, 2.256], [-1.460, 0.303, -1.207], [-2.974, 3.401, 1.853], [3.966, -2.223, 1.434], [4.393, -2.095, 0.385], [1.552, -1.329, -0.537], [2.369, -1.132, -0.064], [-2.583, 2.316, 1.945], [-1.485, -2.003, -1.339], [-0.845, -0.996, -2.664], [-0.879, -1.049, -1.603], [-1.946, 2.117, 0.541], [5.016, -1.079, 0.268], [-1.211, 3.064, 0.469], [-0.583, 0.840, -1.621], [-2.330, 0.052, 0.902], [-1.610, 0.708, 0.339], [-1.809, 2.323, 2.776], [5.085, -2.931, 0.250]],
  "mulliken_charge": [0.13, 0.75, 0.28, -0.10, -0.59, 0.38, 0.30, -0.55, 0.31, 0.25, -0.92, -0.33, -0.47, -1.05, 0.30, 0.38, 0.09, -0.40, 0.23, 0.24, 0.22, 0.32, -0.33, 0.27, 0.31]
}

=====

S) {
  "formula": "C7H16O2",
  "method": "ωB97M-V/def2-TZVPD",
  "charge": 0,
  "orbital_gap_ev": 7.05,
  "symbols": ["H", "H", "H", "H", "H", "O", "H", "C", "C", "H", "H", "C", "C", "H", "C", "C", "H", "H", "H", "H", "O", "C", "H", "H", "H"],
  "xyz": [[-0.089, -1.804, 1.860], [-1.052, 1.710, -2.301], [0.114, -1.122, -2.077], [1.449, -0.714, -0.466], [-2.070, -1.534, -0.994], [1.496, 1.302, -0.193], [-2.392, -1.291, -2.707], [-0.424, -0.139, 0.924], [-0.244, 0.984, -2.262], [-2.702, 0.029, -1.573], [3.294, -0.318, 1.108], [2.270, -0.246, 1.477], [-0.447, 0.754, 2.154], [2.231, 0.536, 2.231], [-0.636, -0.344, -2.029], [-2.028, -0.798, -1.798], [-1.201, 0.217, 0.260], [-0.018, 1.725, 1.907], [0.438, 1.129, -3.099], [0.130, 0.329, 2.975], [-0.700, -1.490, 1.183], [1.382, 0.089, 0.288], [2.009, -1.208, 1.921], [0.665, 1.316, -1.291], [-1.475, 0.887, 2.501]],
  "mulliken_charge": [0.37, 0.27, 0.35, 0.17, 0.32, -0.77, 0.38, 0.14, -0.71, 0.35, 0.39, -1.43, -1.53, 0.34, 0.18, -1.23, 0.37, 0.34, 0.39, 0.33, -0.55, 0.43, 0.33, 0.39, 0.38]
}

=====

Of them, P) has the lowest stability.

=====

P) {
  "formula": "C5H12N3S2",
  "method": "ωB97M-V/def2-TZVPD",
  "charge": 1,
  "orbital_gap_ev": 8.32,
  "symbols": ["N", "C", "H", "H", "C", "H", "H", "C", "C", "N", "S", "H", "H", "C", "S", "H", "H", "H", "H", "H", "N", "H"],
  "xyz": [[1.464, 1.446, -0.886], [3.253, -1.766, -0.639], [-1.828, -1.128, 1.207], [-4.246, -0.636, 2.065], [-3.835, -0.402, 1.040], [-0.979, 2.100, 0.920], [2.181, -2.058, -0.483], [-1.725, 0.615, -0.310], [0.409, 1.467, -0.317], [-0.785, 1.586, 0.073], [3.587, -0.171, 0.197], [-1.170, -0.090, -0.916], [-4.004, -1.236, 0.403], [-2.358, -0.186, 1.059], [5.436, 0.178, 0.161], [-2.350, 1.229, -0.945], [3.043, 1.221, -1.906], [4.130, -2.278, -0.330], [-1.997, 0.521, 1.800], [-4.311, 0.415, 0.583], [2.601, 0.816, -1.112], [3.484, -1.641, -1.664]],
  "mulliken_charge": [0.06, -0.84, 0.31, 0.32, -1.18, 0.31, 0.29, -0.60, 0.36, -0.18, 0.29, 0.34, 0.34, -0.33, -0.19, 0.35, 0.27, 0.41, 0.30, 0.37, -0.35, 0.35]
}

=====

Q) {
  "formula": "C5H12N3S2",
  "method": "ωB97M-V/def2-TZVPD",
  "charge": 1,
  "orbital_gap_ev": 7.80,
  "symbols": ["N", "H", "N", "H", "C", "H", "C", "H", "H", "H", "C", "H", "N", "H", "C", "S", "H", "S", "C", "H", "H", "H"],
  "xyz": [[-0.232, 0.351, -0.649], [4.834, -0.667, -0.398], [2.077, -1.221, 0.948], [0.155, 1.159, -0.858], [-2.524, -0.676, -0.933], [-3.543, -0.369, -0.959], [-1.744, 0.639, -0.620], [-2.502, -0.901, -2.058], [-2.216, 0.418, 1.508], [0.036, -0.334, -1.262], [1.229, -0.457, 1.592], [0.322, -0.808, 1.999], [3.979, -1.198, -0.371], [-2.425, -1.513, -0.293], [-2.163, 1.217, 0.675], [2.888, 1.172, 0.254], [-1.579, 2.043, 1.134], [1.507, 1.164, 1.718], [2.969, -0.589, 0.214], [4.100, -2.311, -0.458], [-3.143, 1.526, 0.270], [-2.025, 1.356, -1.453]],
  "mulliken_charge": [-0.45, 0.25, -0.52, 0.29, -1.43, 0.44, 0.27, 0.37, 0.21, 0.19, 0.25, 0.41, -0.41, 0.37, -1.07, -0.07, 0.30, 0.04, 0.61, 0.33, 0.38, 0.23]
}

=====

Of them, P) has the lowest stability.

=====

P) {
  "formula": "H10O5Rb",
  "method": "ωB97M-V/def2-TZVPD",
  "charge": 1,
  "orbital_gap_ev": 12.09,
  "symbols": ["H", "O", "H", "H", "H", "Rb", "H", "O", "O", "H", "H", "H", "O", "H", "O", "H"],
  "xyz": [[0.910, 2.632, -0.041], [1.127, 1.850, -0.570], [-1.145, 0.137, -2.463], [0.541, 1.796, -1.331], [0.210, -2.286, 2.887], [-0.253, -0.197, 0.758], [-1.559, -1.150, -1.865], [0.480, -2.639, 2.037], [1.109, -1.382, -1.427], [-1.209, 2.855, 0.647], [1.292, -2.305, -1.327], [-1.895, 2.093, 1.579], [-1.060, 2.510, 1.506], [1.415, -2.713, 2.102], [-1.605, -0.215, -1.687], [1.648, -0.990, -0.802]],
  "mulliken_charge": [0.29, -0.60, 0.31, 0.33, 0.33, 0.89, 0.32, -0.63, -0.53, 0.33, 0.31, 0.30, -0.61, 0.33, -0.61, 0.26]
}

=====

Q) {
  "formula": "H10O5Rb",
  "method": "ωB97M-V/def2-TZVPD",
  "charge": 1,
  "orbital_gap_ev": 12.06,
  "symbols": ["H", "H", "H", "H", "H", "H", "O", "O", "O", "H", "H", "Rb", "O", "H", "O", "H"],
  "xyz": [[2.159, -1.348, 1.307], [-0.609, 0.105, 1.689], [-1.994, -3.001, -0.596], [-1.019, -3.328, 0.452], [0.092, 0.987, 0.872], [0.976, -2.298, 0.891], [-1.431, 2.008, -1.582], [1.611, 1.685, -0.252], [-0.824, 0.693, 0.981], [0.949, 2.400, -0.125], [-1.470, 2.423, -0.737], [0.065, -0.530, -1.519], [1.559, -1.570, 0.612], [2.172, 1.847, 0.492], [-1.105, -2.756, -0.281], [-1.131, 2.684, -2.202]],
  "mulliken_charge": [0.28, 0.30, 0.27, 0.26, 0.29, 0.29, -0.57, -0.61, -0.51, 0.32, 0.28, 0.79, -0.51, 0.29, -0.48, 0.33]
}

=====

Of them, P) has the lowest stability.